The molecule C4H7N3, computed with wB97M-V/def2-TZVPD.

Its spin multiplicity is 1. The LUMO energy is 0.803 eV. The SMILES is [H]/N=C(\C#N)NCC.

XYZ file:
```
14
Properties=species:S:1:pos:R:3:forces:R:3
H 0.558 2.767 -1.419 0.0 -0.1 0.0
N 0.615 1.780 -1.186 -0.2 0.1 0.2
C -0.132 1.497 -0.189 0.1 -0.1 -0.1
C -0.979 2.483 0.489 -0.6 0.8 0.4
N -1.645 3.293 0.977 0.7 -0.8 -0.5
N -0.199 0.244 0.339 -0.1 0.1 0.0
C 0.458 -0.860 -0.341 0.1 -0.1 -0.1
C 0.205 -2.167 0.392 0.0 0.0 0.0
H -0.941 0.039 0.990 0.1 0.0 -0.1
H 0.102 -0.914 -1.379 0.1 0.0 0.1
H 1.529 -0.640 -0.392 -0.1 0.0 0.0
H -0.866 -2.402 0.431 0.1 0.0 0.0
H 0.590 -2.130 1.416 -0.1 0.0 -0.1
H 0.704 -2.990 -0.128 -0.1 0.1 0.1
```
Forces are in eV/Å.

natural (NBO) population analysis, charges in e, atoms 1 to 5: 0.3569 -0.6668 0.3345 0.2068 -0.2732

***

The molecule C4H7N3, computed with wB97M-V/def2-TZVPD.

Its spin multiplicity is 1. The LUMO energy is 0.242 eV. The SMILES is [H]/N=C(\C#N)NCC.

XYZ file:
```
14
Properties=species:S:1:pos:R:3:forces:R:3
H -0.348 1.395 -2.876 0.0 0.0 0.1
N -0.608 1.524 -1.898 0.1 -0.3 0.0
C -0.607 0.414 -1.286 0.1 0.3 0.0
C -0.233 -0.840 -1.954 0.2 -0.9 -0.7
N 0.139 -1.800 -2.485 -0.4 0.9 0.6
N -0.880 0.330 0.083 -0.2 -0.1 -0.1
C 0.234 0.575 1.008 0.2 0.1 0.2
C 1.089 -0.669 1.264 0.1 0.0 0.0
H -1.350 -0.533 0.310 0.0 -0.2 0.0
H 0.834 1.388 0.586 -0.1 -0.1 0.1
H -0.187 0.941 1.952 0.1 0.0 -0.2
H 1.534 -1.061 0.339 -0.1 0.1 0.2
H 0.488 -1.469 1.718 0.1 0.2 -0.1
H 1.905 -0.437 1.957 -0.1 0.0 -0.1
```
Forces are in eV/Å.

natural (NBO) population analysis, charges in e, atoms 1 to 5: 0.3497 -0.5405 0.3294 0.1807 -0.2784

***

The molecule C4H7N3, computed with wB97M-V/def2-TZVPD.

Its spin multiplicity is 1. The LUMO energy is 0.020 eV. The SMILES is CNC1C=NN=C1.

XYZ file:
```
14
Properties=species:S:1:pos:R:3:forces:R:3
C -1.507 -1.034 0.962 0.7 1.0 0.4
N -1.143 -0.304 -0.244 1.0 0.4 -4.4
C 0.221 0.526 -0.122 -5.5 -0.8 -0.9
C 1.402 -0.124 0.279 3.3 -1.0 2.0
N 2.394 0.224 -0.474 0.7 -1.6 0.7
N 1.950 1.045 -1.556 -0.8 -0.3 1.4
C 0.705 1.253 -1.309 0.4 3.5 -3.2
H -0.545 -1.461 1.271 -0.7 -0.6 1.0
H -2.234 -1.816 0.690 0.3 0.4 0.4
H -1.915 -0.295 1.781 0.6 -1.5 -1.5
H -1.206 -0.905 -1.255 0.6 2.1 4.1
H -0.070 1.275 0.583 0.0 0.7 0.9
H 1.558 -0.633 1.313 -0.1 0.7 -2.3
H 0.390 2.248 -1.920 -0.5 -2.9 1.5
```
Forces are in eV/Å.

natural (NBO) population analysis, charges in e, atoms 1 to 5: -0.4131 -0.6287 -0.2292 0.0253 -0.2455

***

The molecule C4H7N3, computed with wB97M-V/def2-TZVPD.

Its spin multiplicity is 1. The LUMO energy is 0.840 eV. The SMILES is [H]/N=C1\C=C(N)CN1.

XYZ file:
```
14
Properties=species:S:1:pos:R:3:forces:R:3
H 2.417 -0.559 -1.613 0.0 -0.3 -0.2
N 2.221 -1.025 -0.730 -0.2 -0.2 -0.3
C 0.977 -0.947 -0.471 0.3 0.1 0.0
C -0.117 -0.208 -1.129 0.0 0.2 0.1
C -0.764 0.413 -0.126 0.2 0.0 -0.1
N -1.694 1.417 -0.154 -0.1 -0.1 0.0
C -0.111 -0.004 1.177 -0.2 0.2 0.1
N 0.489 -1.290 0.814 0.3 0.0 0.0
H -0.209 -0.041 -2.196 0.0 0.0 0.2
H -2.279 1.526 0.659 0.0 0.0 -0.1
H -2.175 1.563 -1.029 0.1 0.0 0.1
H 0.724 0.704 1.327 -0.4 0.2 0.3
H -0.757 -0.031 2.058 0.0 -0.1 -0.2
H 1.278 -1.517 1.412 0.0 0.0 0.0
```
Forces are in eV/Å.

natural (NBO) population analysis, charges in e, atoms 1 to 5: 0.3368 -0.7090 0.4284 -0.4086 0.2410

***

A cluster of 2 separate species, C4H7N3 in total, computed with wB97M-V/def2-TZVPD.

Its spin multiplicity is 1. The LUMO energy (spin up / spin down) is 0.701 / 0.700 eV.

XYZ file:
```
14
Properties=species:S:1:pos:R:3:forces:R:3
C 2.126 0.393 0.137 0.1 0.0 0.1
N 0.942 0.515 -0.694 -0.3 0.0 0.0
C -0.186 1.042 -0.252 0.0 -0.1 -0.3
N -1.227 1.235 -0.947 0.0 -0.1 0.1
N -2.376 0.749 -1.092 0.2 0.3 0.0
C -1.597 -1.405 0.913 0.4 -0.2 0.3
C -0.719 -1.855 1.604 -0.4 0.2 -0.3
H 1.971 0.989 1.037 0.0 -0.1 -0.1
H 2.292 -0.651 0.427 0.0 0.2 0.0
H 3.011 0.761 -0.392 -0.1 -0.1 0.1
H 0.960 0.019 -1.580 -0.1 0.1 0.1
H -2.912 1.413 -1.663 0.1 -0.1 0.0
H -2.339 -0.956 0.273 0.2 -0.1 0.2
H 0.053 -2.248 2.228 -0.1 0.0 -0.1
```
Forces are in eV/Å.

natural (NBO) population analysis, charges in e, atoms 1 to 5: -0.3991 -0.5804 0.2854 -0.1505 -0.4531

***

A structure of composition C4H7N3, computed with wB97M-V/def2-TZVPD.

Its spin multiplicity is 1. The LUMO energy is 0.734 eV.

XYZ file:
```
14
Properties=species:S:1:pos:R:3:forces:R:3
C -1.135 0.681 -0.356 -0.2 0.0 0.2
C -1.168 -0.589 0.469 -0.1 0.0 -0.1
N 0.134 -0.696 1.116 0.2 0.0 0.0
C 1.198 -0.268 0.378 0.2 -0.1 0.1
N 2.418 -0.546 0.600 -0.3 0.2 -0.1
C 0.747 0.584 -0.781 0.3 0.2 -0.4
N 1.150 1.103 -1.812 -0.1 -0.3 0.5
H -0.205 0.995 -1.468 -0.2 0.1 -0.1
H -1.222 1.583 0.253 0.0 -0.1 -0.1
H -1.918 0.676 -1.126 0.2 0.0 0.0
H -1.373 -1.455 -0.178 0.0 0.1 0.1
H -1.952 -0.538 1.231 0.1 -0.1 -0.1
H 0.312 -1.455 1.757 0.0 0.1 -0.1
H 3.014 -0.075 -0.081 -0.1 0.0 0.0
```
Forces are in eV/Å.

natural (NBO) population analysis, charges in e, atoms 1 to 5: -0.6558 -0.2181 -0.5915 0.3559 -0.6570

***

The molecule C4H7N3O, computed with wB97M-V/def2-TZVPD.

Its spin multiplicity is 1. The LUMO energy is 0.963 eV. The SMILES is C1=NOC[C@@H]2CN2N1.

XYZ file:
```
15
Properties=species:S:1:pos:R:3:forces:R:3
C 1.045 1.509 0.162 1.8 -2.3 -2.4
N 2.009 0.555 -0.210 -2.0 5.1 4.2
O 1.740 -0.662 -0.711 -1.5 -3.3 -0.7
C 0.842 -1.608 0.142 -1.9 1.9 -3.9
C -0.485 -0.683 0.203 5.1 -5.5 8.7
C -1.780 -0.375 -0.190 -4.2 -0.8 -3.9
N -0.535 0.149 -0.783 -2.9 5.1 -3.9
N -0.331 1.445 -0.244 2.7 1.8 1.5
H 1.369 2.449 0.758 -0.3 -1.9 -1.5
H 1.455 -1.794 0.935 0.8 0.1 3.0
H 0.689 -2.623 -0.307 0.3 1.3 -0.6
H -0.591 -0.214 1.276 1.6 -0.7 -1.6
H -2.175 0.330 0.490 -1.1 0.4 0.5
H -2.524 -0.809 -0.911 1.2 0.0 0.8
H -0.729 2.333 -0.608 0.3 -1.5 -0.3
```
Forces are in eV/Å.

natural (NBO) population analysis, charges in e, atoms 1 to 5: 0.1533 -0.1865 -0.3921 -0.0708 -0.1293

***

A structure of composition C4H7N3O, computed with wB97M-V/def2-TZVPD.

Its spin multiplicity is 1. The LUMO energy is 0.553 eV.

XYZ file:
```
15
Properties=species:S:1:pos:R:3:forces:R:3
C 0.936 0.015 0.972 -0.4 -0.2 -2.7
C 0.466 0.411 -0.311 1.5 2.0 3.6
N 0.172 -0.020 2.054 -0.7 0.6 1.0
C -0.531 1.490 -0.403 0.3 -1.4 -0.5
C -0.293 -1.160 -1.121 2.0 -0.7 -3.5
N 0.961 -0.066 -1.534 -3.0 -1.4 0.0
N -1.546 -1.134 -1.115 0.0 0.8 1.2
O -1.359 1.727 0.458 -0.2 0.3 0.5
H 1.908 -0.465 1.030 0.0 -0.1 0.1
H 0.551 -0.190 2.972 0.1 0.1 -0.2
H -0.743 0.414 1.984 0.2 0.0 0.1
H 1.817 -0.608 -1.471 0.0 -0.1 0.3
H -1.961 -0.248 -0.815 -0.1 -0.1 -0.7
H -0.572 1.956 -1.404 0.2 0.3 0.1
H 0.192 -2.121 -1.296 0.2 -0.1 0.6
```
Forces are in eV/Å.

natural (NBO) population analysis, charges in e, atoms 1 to 5: 0.0791 -0.1374 -0.7552 0.3619 0.2867

***

Quick rundown of calculated total energy, same order as above: -8731.2835 -8730.7348 -8727.7112 -8731.0668 -8726.5871 -8727.2760 -10770.9657 -10775.4009 eV
Quick rundown of energy above the lowest of the compared OMol25 structures with the same formula, charge and spin, same order as above: 38.2 91.1 382.9 59.1 491.3 424.9 847.3 419.4 kJ/mol
Quick rundown of F_max, same order as above: 0.0224 0.0223 0.1090 0.0107 0.0110 0.0117 0.2233 0.0858 hartree/bohr